One molecule with the formula C17H18O5 in a non-equilibrium geometry. Source: OMol25; level of theory: ωB97M-V/def2-TZVPD.

Element x y z (Å)
H -0.572 4.320 -3.235
C -1.034 -1.000 2.594
H 3.365 -2.360 -0.467
H -1.470 2.669 -3.486
C 0.160 2.337 -2.560
C 1.312 -1.967 -0.634
O -0.956 -1.253 -0.643
H 0.290 -2.217 3.532
H -0.180 -0.691 1.780
C 4.546 -0.410 -1.769
H 1.043 -2.616 -0.058
C 1.980 0.384 -2.057
C -1.674 -1.725 4.584
H 2.516 1.306 -2.480
H -0.896 0.969 0.621
H -1.118 -2.416 5.511
C -0.967 3.258 -2.816
H -2.968 -0.854 -0.568
C -2.186 -0.275 2.529
H 0.880 2.035 -3.454
H -2.021 -0.091 -1.630
H -2.303 1.403 -0.187
C -2.732 -1.112 4.569
H 0.903 2.740 -2.066
H -3.431 -1.402 5.455
H 6.182 -0.981 -1.718
H -3.958 0.170 3.514
C -1.794 0.670 0.230
C -1.810 -0.463 -0.636
C 3.101 -0.455 -1.551
O 5.343 -1.286 -1.334
C 2.723 -1.478 -0.863
C 0.394 -1.006 -1.036
C -0.650 -1.574 3.575
C 0.732 0.228 -1.647
O 4.886 0.597 -2.488
O -0.217 1.047 -1.908
C -3.187 -0.524 3.412
O -2.831 0.608 1.313
H -1.402 3.416 -1.930

Forces on atoms 1 to 2 (eV/Å):
-0.9 -2.8 0.7
1.7 8.7 -13.7

Kohn-Sham gap = 8.877 eV
energy relative to the best compared isomer or geometry (same formula, charge and spin) = 328.5 kcal per mole
highest occupied orbital energy = -8.55 eV
SMILES string = CCOc1cc(C(=O)O)ccc1OCCOc1ccccc1

A 11-piece molecular cluster, C42H115N13O13 overall in a non-equilibrium geometry. Source: OMol25; level of theory: ωB97M-V/def2-TZVPD.

Element x y z (Å)
H 0.786 -3.002 7.314
O 0.206 -2.450 5.076
C -3.787 2.823 1.768
H 2.256 -1.024 0.798
C -7.480 0.900 -0.248
H 1.269 2.669 -0.142
H 0.196 -6.947 -3.305
H 0.553 0.963 -5.703
H -4.273 1.986 1.266
H -4.876 5.913 2.775
H -2.250 -1.192 0.487
H -5.676 -5.080 -1.971
C -0.588 3.480 -6.017
H 1.594 -0.388 4.463
H 2.724 -4.992 -2.694
H -0.365 2.292 -1.942
C -4.808 3.842 2.338
H 7.771 -2.911 1.336
C -7.141 -1.572 2.518
H -5.206 3.419 3.260
H 2.047 -2.128 2.147
N -0.271 -0.442 0.445
H 0.651 -2.655 -2.220
H -5.667 -2.661 -1.588
H 1.400 2.302 -5.098
C -4.084 5.168 2.695
H 1.825 -1.620 7.543
H 3.050 -8.711 -1.778
H 4.648 -2.326 1.780
H -7.913 -2.248 2.886
O -7.605 -0.936 1.376
N 0.236 2.253 2.167
C 7.379 -1.904 1.478
O 2.011 0.007 2.645
H -3.160 2.294 2.487
O 4.628 -0.463 -2.277
N -6.615 1.942 -0.663
C -4.058 -4.214 -1.345
H 2.818 0.253 -2.858
H -0.129 -2.283 1.621
C 2.390 -1.717 -2.331
H -0.494 2.447 2.837
C 0.213 -1.251 1.550
C -2.372 -4.328 1.393
C -2.216 0.487 -0.839
H -1.349 6.069 -6.260
H -2.992 -4.285 -1.561
H 4.114 -0.355 2.808
H -7.918 0.488 -2.349
C -2.876 6.422 4.342
C -4.604 -2.850 -1.737
H -3.302 0.422 -0.899
C -7.472 0.056 -1.454
O 6.266 -1.657 0.626
C 9.102 1.441 1.374
H -5.486 -4.475 0.196
H 8.643 2.266 1.919
H -3.672 7.165 4.378
H 0.860 1.575 2.580
H -5.793 0.004 0.873
N 8.047 0.444 1.548
C 5.118 -2.475 0.808
H -6.175 -2.065 2.408
H 3.603 1.329 3.040
H 1.088 -7.085 -1.165
O 8.353 2.366 -0.719
H -6.522 -0.446 -1.640
C -2.577 -0.722 3.908
H -0.883 4.708 2.193
H -1.740 0.071 -1.727
H -4.487 -5.713 0.315
H -2.358 6.455 5.301
N -4.718 -5.129 -2.287
H -2.843 5.664 -6.417
H 1.094 -4.691 -2.025
H -0.924 3.817 0.681
H -3.150 3.380 1.082
C 3.191 -0.385 -2.056
H 8.932 3.651 -2.141
O -3.492 -0.112 3.410
N -1.923 5.373 -6.714
H 2.094 -1.671 -4.562
H 2.164 -4.452 1.289
N 1.506 -0.679 5.426
C 0.544 1.666 -4.870
H -2.485 4.130 -5.161
H 1.337 3.987 2.580
H -1.512 6.778 1.151
H 10.262 2.584 0.109
H 3.737 -7.266 -0.986
H 2.027 -3.292 -4.035
H 3.633 0.535 1.448
H 5.467 -3.507 0.807
H -3.973 3.482 -6.822
H -2.649 3.033 -7.909
C 1.887 3.005 0.690
H -5.420 4.324 0.480
C -0.284 4.413 1.332
H -8.490 1.208 0.023
C -1.987 4.022 -6.124
H 0.728 -4.417 0.501
H -1.773 -4.526 0.504
O -3.447 5.149 3.969
H -4.090 -2.076 -1.166
H -1.949 2.504 -2.665
H 8.867 -0.977 0.184
H 3.550 -2.340 -3.973
H -2.498 -5.324 1.818
O -1.923 1.839 -0.618
H 3.714 -7.323 -2.700
C 2.001 -5.287 -1.933
C 2.477 -2.331 -3.784
H -2.870 2.183 -6.328
N 1.104 -7.339 -3.100
H -4.389 -6.030 -1.971
H -0.232 -0.837 2.455
H -4.349 -2.658 -2.779
C -1.383 2.627 -1.742
H 0.922 -8.328 -3.005
H -1.716 0.914 4.663
H -1.767 -2.543 4.173
C -4.414 -4.647 0.099
C 9.496 1.816 0.000
H -3.384 5.477 1.918
C 0.865 3.462 1.749
H -6.966 2.285 -1.545
H -6.912 -0.858 3.309
C 0.965 -1.830 5.753
H 5.029 1.612 -2.090
H 2.904 -2.466 -1.729
H 9.301 -1.151 1.866
H 0.673 -1.278 -1.321
N -5.852 3.984 1.328
C 1.749 -1.156 1.754
H -8.105 -0.810 -1.261
C 1.658 -4.986 0.485
H -1.286 3.679 -1.475
H 2.630 2.305 1.073
C -1.726 -0.241 0.394
C 3.140 -7.626 -1.824
H -5.717 1.639 -1.012
H -0.199 7.512 0.333
H 0.174 4.216 -5.762
C 5.345 0.629 -1.741
H -2.107 0.486 1.111
H 9.995 1.215 1.956
C -2.943 3.129 -6.864
H -1.834 -3.645 2.050
O 2.530 -4.872 -0.683
C 8.655 2.604 -2.015
H 7.778 2.485 -2.650
C -6.847 0.264 0.971
H 4.439 -2.269 -0.020
H 1.493 -6.026 0.764
N -2.614 -2.007 4.046
H 10.021 0.965 -0.434
H 7.183 -1.964 2.548
C 1.830 -6.821 -1.919
H 5.450 0.694 -0.658
N 0.978 -1.701 -2.186
H -2.187 6.764 3.570
C -0.742 6.570 0.407
H 2.557 3.785 0.329
H -1.093 6.478 -0.621
H -6.191 3.103 0.970
O -3.688 -3.876 1.117
O 0.239 5.617 0.849
H 0.745 1.019 -4.016
H -3.345 -2.426 3.490
H 9.507 2.084 -2.452
H 2.901 0.202 -1.184
N 1.131 -2.108 6.994
N -1.712 -0.094 4.604
H 1.995 -0.164 6.145
H -0.981 -0.634 5.044
H -0.278 2.969 -6.929
H 7.288 0.670 0.921
H 6.383 0.608 -2.072
H -6.750 0.962 1.803
H 0.031 0.510 0.592
O -0.671 2.445 -5.020
C 8.482 -0.883 1.200
C 3.394 0.404 2.504

Forces on atoms 1 to 2 (eV/Å):
0.1 0.2 0.1
-2.5 -2.6 -3.4

net charge = -1
Kohn-Sham gap (alpha / beta) = 1.549 / 8.423 eV
highest occupied orbital energy (alpha / beta) = 0.38 / -6.52 eV
multiplicity = 2

One molecule with the formula C22H23NO5 in a non-equilibrium geometry. Source: OMol25; level of theory: ωB97M-V/def2-TZVPD.

Element x y z (Å)
H -1.227 3.981 -0.351
N -2.276 0.410 0.522
H 5.351 3.042 -2.138
O -0.606 -0.860 3.075
O 2.549 0.418 0.099
C -0.847 1.914 -0.679
H 4.146 4.245 -1.595
H -3.531 -1.953 3.780
C 1.127 0.531 -3.324
H 2.656 -0.893 1.598
H -3.641 -2.525 1.455
H -1.787 -3.603 0.693
C 2.223 0.721 -1.184
H 0.484 -3.170 2.224
C 1.270 0.115 -1.996
C 2.997 1.785 -1.716
C -0.772 -0.675 -0.757
C 1.880 1.564 -3.830
H 1.752 1.883 -4.852
C -1.215 0.600 -0.356
O 0.554 -2.136 -2.041
C -2.936 1.456 1.076
C -2.571 2.733 0.781
H 1.933 -1.566 0.118
H -3.073 -0.264 3.436
C -2.508 -0.928 0.678
H -0.043 2.076 -1.376
C 4.724 3.363 -1.298
H -0.529 -3.395 -0.549
H -4.463 -0.968 1.563
H -0.014 -4.506 3.309
C -1.606 -1.623 -0.101
C -2.976 -1.299 3.108
H 5.361 3.620 -0.453
H -3.755 1.228 1.738
C 2.813 2.200 -3.021
C 0.357 -1.012 -1.602
C 1.985 -0.686 0.763
H -2.218 -3.437 -1.013
C 0.024 -3.428 3.180
C -3.495 -1.465 1.661
H 0.993 -0.455 1.160
C -1.528 -3.103 -0.238
H 3.399 3.008 -3.428
O -1.325 -2.976 3.213
H 0.597 -2.963 3.984
H -3.100 3.558 1.229
C -1.509 2.968 -0.113
O 3.894 2.326 -0.843
H 0.399 0.027 -3.942
C -1.506 -1.656 3.139

Forces on atoms 1 to 2 (eV/Å):
0.1 0.1 -0.1
0.4 0.2 -0.4

Kohn-Sham gap = 8.144 eV
energy relative to the best compared isomer or geometry (same formula, charge and spin) = 42.3 kcal per mole
highest occupied orbital energy = -7.56 eV
SMILES string = COC(=O)CCc1c(C)c(C(=O)c2cccc(OC)c2OC)c2ccccn12

A 3-piece molecular cluster, C7H14N2O2 overall in a non-equilibrium geometry. Source: OMol25; level of theory: ωB97M-V/def2-TZVPD.

Element x y z (Å)
C 0.280 1.203 -1.033
H 0.540 1.513 2.530
N -0.536 0.372 -2.083
O 2.118 -0.946 0.696
H 0.989 1.885 -1.410
H 2.757 -1.597 0.555
H -0.851 2.052 3.320
H -2.192 1.276 1.416
H -2.288 -1.085 0.394
H 0.087 -0.298 -2.594
C 0.448 0.463 0.013
H -1.002 -1.908 -0.634
H -0.407 1.995 -0.839
C -0.283 0.963 2.999
H 0.020 0.238 3.679
C -1.459 -0.795 -0.250
H -1.743 -0.808 2.378
H -2.347 0.928 -1.075
N -0.469 -0.380 0.746
C -1.107 0.384 1.789
H -2.510 -0.432 -2.210
H 0.851 1.051 0.729
C -1.818 0.049 -1.419
C 1.374 -0.592 -0.381
O 1.697 -0.905 -1.594

Forces on atoms 1 to 2 (eV/Å):
-6.9 4.2 -9.6
0.7 -0.6 0.4

Kohn-Sham gap = 8.913 eV
energy relative to the best compared isomer or geometry (same formula, charge and spin) = 162.4 kcal per mole
highest occupied orbital energy = -8.22 eV

C24H19BF4N6OPt as an isolated structure. Source: OMol25; level of theory: ωB97M-V/def2-TZVPD.

Element x y z (Å)
C -7.051 -1.503 -0.836
H 7.000 0.937 -3.813
B 2.539 -3.619 -0.313
C -5.838 -0.889 -0.538
C -0.254 1.100 -0.528
H -2.158 1.929 0.048
H -7.114 -2.362 -1.490
C 0.128 -0.331 3.507
F 2.550 -2.121 -0.084
H -0.533 -1.067 3.942
C -1.567 -1.214 -1.017
C -0.196 -1.080 -1.189
H -9.015 0.579 0.995
O 2.878 3.579 1.934
C 1.838 1.454 2.355
H 3.708 3.180 -0.848
H 1.007 -1.707 2.074
N 4.286 0.159 -1.234
C 4.813 1.399 -1.286
H 0.398 -1.930 -1.502
C -1.619 1.065 -0.313
Pt 2.961 -0.077 0.270
C 0.976 -0.703 2.477
H -2.027 -2.175 -1.205
C 6.233 0.714 -3.084
H 5.120 2.949 0.168
C 0.144 0.979 3.954
F 3.045 -4.187 0.825
H -9.145 -1.393 -0.465
C -8.179 -0.951 -0.263
H 6.208 2.698 -2.247
C 4.707 -0.803 -2.064
H 4.243 -1.775 -1.945
C 1.022 1.887 3.375
F 3.335 -3.804 -1.432
N -4.427 0.665 0.369
N 3.462 1.751 0.674
C 4.288 2.422 -0.307
F 1.214 -3.938 -0.542
C 2.793 2.397 1.632
C -6.897 0.787 0.849
N 0.458 0.054 -0.951
C -2.298 -0.122 -0.569
C 5.686 -0.557 -3.006
C 5.794 1.699 -2.215
H 6.013 -1.357 -3.653
N 1.803 0.179 1.919
H -0.523 1.293 4.745
C -8.103 0.178 0.572
H 1.094 2.920 3.683
H -6.833 1.663 1.481
H -4.231 -1.877 -1.545
C -3.753 -0.183 -0.356
C -5.747 0.244 0.278
N -4.540 -1.147 -0.929
H 0.304 2.015 -0.352

Forces on atoms 1 to 2 (eV/Å):
0.0 0.0 0.0
0.0 0.0 0.0

Kohn-Sham gap = 7.990 eV
energy relative to the best compared isomer or geometry (same formula, charge and spin) = 12.9 kcal per mole
highest occupied orbital energy = -8.37 eV

One molecule with the formula C4H3N3O in a non-equilibrium geometry. Source: OMol25; level of theory: ωB97M-V/def2-TZVPD.

Element x y z (Å)
H 2.593 -0.871 0.586
C 0.399 0.222 0.394
N -1.268 0.215 -1.129
C 1.776 -0.057 0.959
C -1.507 1.071 -0.176
O 2.245 0.631 1.856
H -0.929 -1.786 -1.745
N -0.501 1.173 0.761
C -0.098 -0.375 -0.695
N -0.117 -1.777 -1.054
H -2.594 1.555 0.242

Forces on atoms 1 to 2 (eV/Å):
-2.7 1.2 -0.1
1.3 3.5 4.0

Kohn-Sham gap = 7.840 eV
energy relative to the best compared isomer or geometry (same formula, charge and spin) = 93.5 kcal per mole
highest occupied orbital energy = -10.61 eV
SMILES string = [H]/N=C1\N=CN=C1C=O

One molecule with the formula C5H7FO2 in a non-equilibrium geometry. Source: OMol25; level of theory: ωB97M-V/def2-TZVPD.

Element x y z (Å)
C 0.335 0.538 0.841
C 1.012 -0.758 -1.151
H 0.239 0.459 2.898
O 0.729 -0.371 -2.491
H -0.131 2.089 2.603
H -1.437 0.601 2.121
H -1.632 -1.131 -1.557
H 1.747 -0.250 -2.975
H 1.912 -0.269 -0.694
F 1.641 0.808 1.084
C -1.484 -0.615 -0.544
C -0.328 1.000 2.208
O -2.290 -0.550 0.350
H 0.804 -1.807 -1.187
C -0.165 -0.097 -0.326

Forces on atoms 1 to 2 (eV/Å):
-2.7 0.5 0.7
-2.4 2.7 0.5

Kohn-Sham gap = 9.660 eV
energy relative to the best compared isomer or geometry (same formula, charge and spin) = 56.4 kcal per mole
highest occupied orbital energy = -9.57 eV
SMILES string = C/C(F)=C(\C=O)CO

C4H10N3 as an isolated structure in a non-equilibrium geometry. Source: OMol25; level of theory: ωB97M-V/def2-TZVPD.

Element x y z (Å)
C -1.090 1.197 -0.106
H -2.887 -1.620 0.264
N 2.210 -0.596 0.350
H 1.402 0.016 -1.434
H 3.136 -0.259 0.144
N -2.683 -0.628 0.234
H -0.059 -1.757 0.609
H 0.538 1.291 1.159
C -1.537 -0.247 0.007
N 0.362 1.268 0.154
H 2.080 -1.058 1.238
H -1.281 1.520 -1.133
H -0.331 -1.690 -1.128
C -0.166 -1.080 -0.240
H 0.785 2.090 -0.270
C 1.176 -0.285 -0.418
H -1.656 1.840 0.569

Forces on atoms 1 to 2 (eV/Å):
-0.7 -0.3 -0.4
-1.6 0.3 0.3

net charge = +1
Kohn-Sham gap (alpha / beta) = 6.228 / 8.184 eV
energy relative to the best compared isomer or geometry (same formula, charge and spin) = 42.5 kcal per mole
highest occupied orbital energy (alpha / beta) = -9.15 / -14.84 eV
multiplicity = 3

C2H2N2O as an isolated structure in a non-equilibrium geometry. Source: OMol25; level of theory: ωB97M-V/def2-TZVPD.

Element x y z (Å)
O 0.945 1.573 -1.365
N 2.042 1.278 -1.256
H -0.155 -1.728 1.240
N -0.300 0.354 -1.179
H -1.403 -0.455 1.699
C -0.677 -0.820 0.995
C -0.453 -0.202 -0.135

Forces on atoms 1 to 2 (eV/Å):
3.6 2.2 0.1
-0.9 0.3 -0.1

Kohn-Sham gap (alpha / beta) = 8.325 / 7.497 eV
energy relative to the best compared isomer or geometry (same formula, charge and spin) = 134.2 kcal per mole
highest occupied orbital energy (alpha / beta) = -8.51 / -8.32 eV

A 6-piece molecular cluster, C19H53N4O6 overall in a non-equilibrium geometry. Source: OMol25; level of theory: ωB97M-V/def2-TZVPD.

Element x y z (Å)
C 0.614 -1.629 1.670
H 2.927 0.623 0.237
H -6.789 -4.653 0.676
N 0.838 2.086 1.336
O 2.932 -1.409 -3.791
H -2.556 5.831 0.574
H 0.045 1.857 0.737
H 2.502 0.007 2.553
H 1.832 1.177 -0.955
H -4.578 -2.790 -2.570
H -0.421 6.907 0.460
H -1.233 -2.267 -1.427
H 0.541 5.510 0.845
H -0.863 3.563 1.225
C 2.494 -1.442 -2.440
H 3.242 1.933 -2.934
C -0.875 -0.745 -1.577
H 2.755 3.453 -1.971
H -3.318 -3.552 0.867
H 3.305 -2.281 2.471
H -3.376 3.360 -3.175
H 0.881 -2.194 -1.298
H -0.946 -1.431 -2.446
H 3.882 -4.959 2.951
C 1.174 -2.218 -2.347
H 2.425 -5.785 3.054
C 3.479 2.665 -2.157
H -0.473 4.475 -1.298
O -2.503 4.111 -1.520
H 0.507 -1.637 -2.984
N -1.805 3.958 1.223
H -3.685 -4.297 -2.702
H 1.107 -1.013 0.906
O 3.780 2.047 -0.898
H -3.448 -4.974 -0.323
H 2.825 -4.959 4.469
H -0.096 -1.213 -0.948
H -0.747 0.289 -1.941
C -3.572 -3.221 -2.538
H 2.484 -0.434 -2.025
C 2.962 3.103 1.744
O 1.992 -3.870 2.914
C 2.884 -4.840 3.381
H -5.614 -4.133 1.927
H -1.874 4.287 2.183
H -2.441 4.894 -3.437
N 1.708 -0.130 3.179
C 2.611 1.540 -0.275
C -5.735 -4.607 0.943
H 3.262 -1.950 -1.836
H 1.076 1.245 1.881
H 3.249 2.345 2.482
C 1.321 -1.540 3.032
H -3.487 -2.037 -0.807
H 0.546 -1.808 3.754
H 1.185 -3.275 -2.605
C -0.451 5.944 0.996
H 3.881 3.531 1.340
H -5.306 -5.607 1.088
C -1.450 4.910 -1.061
C -2.487 3.931 -2.915
C 2.467 -2.555 3.122
O -5.110 -3.875 -0.063
C -3.091 -3.013 -1.131
H 2.123 -0.081 4.112
O -2.024 -0.646 -0.781
H -2.975 -2.725 -3.298
H 2.489 3.856 2.379
H 2.836 -2.459 4.154
H -0.482 6.133 2.070
H -1.551 5.920 -1.490
H 3.750 -0.909 -3.845
H 0.486 -2.619 1.240
H 4.440 3.046 -2.514
H -1.276 -3.240 -0.156
C -3.684 -3.926 -0.096
H -0.329 -1.081 1.540
H 1.759 3.508 0.087
N -1.637 -3.139 -1.100
H -1.631 3.317 -3.216
C -1.679 5.198 0.430
C 2.001 2.608 0.661

Forces on atoms 1 to 2 (eV/Å):
-0.1 0.8 -1.2
-0.1 0.3 0.5

net charge = -1
Kohn-Sham gap = 5.147 eV
energy relative to the best compared isomer or geometry (same formula, charge and spin) = 35.5 kcal per mole
highest occupied orbital energy = -2.63 eV